{"formula": "C21H18CrF6N7O2SSb", "method": "ωB97M-V with the def2-TZVPD basis set", "s_squared": 1.01, "multiplicity": 2, "homo_lumo_gap_ev": [2.2073, 4.0971], "charge": 1, "lumo_energy_ha": [-0.23906, -0.20288], "elements": ["Cr", "N", "C", "C", "C", "C", "C", "C", "S", "O", "O", "N", "C", "N", "C", "C", "C", "N", "H", "H", "H", "H", "H", "H", "H", "H", "H", "C", "C", "C", "C", "C", "C", "N", "N", "C", "C", "C", "C", "C", "N", "H", "H", "H", "H", "H", "H", "H", "H", "H", "F", "Sb", "F", "F", "F", "F", "F"], "xyz": [[-1.395, -0.169, -0.099], [8.200, -0.010, -0.189], [6.882, -0.049, -0.446], [6.151, 1.149, -0.621], [4.814, 1.106, -0.905], [4.147, -0.130, -1.025], [4.858, -1.324, -0.794], [6.200, -1.286, -0.528], [1.792, -0.951, -0.281], [2.188, -0.442, 1.004], [2.869, -0.147, -1.376], [0.495, 0.007, -0.731], [0.505, 1.303, -0.452], [-0.760, 1.696, -0.098], [-0.996, 2.988, 0.091], [0.036, 3.909, 0.001], [1.306, 3.405, -0.267], [1.538, 2.125, -0.496], [8.687, 0.869, -0.131], [8.723, -0.861, -0.076], [6.659, 2.097, -0.524], [4.230, 2.001, -1.039], [4.323, -2.260, -0.854], [6.756, -2.199, -0.388], [-2.014, 3.270, 0.328], [-0.138, 4.961, 0.140], [2.172, 4.048, -0.319], [-5.801, -0.190, -3.275], [-6.387, -0.291, -2.017], [-5.626, -0.178, -0.877], [-4.239, 0.048, -0.985], [-3.663, 0.206, -2.262], [-4.438, 0.069, -3.391], [-3.418, 0.115, 0.087], [-3.864, 0.029, 1.304], [-2.946, -0.025, 2.257], [-3.289, -0.099, 3.624], [-2.288, -0.184, 4.557], [-0.951, -0.161, 4.137], [-0.677, -0.076, 2.787], [-1.632, -0.027, 1.867], [-6.400, -0.307, -4.162], [-7.449, -0.470, -1.934], [-6.057, -0.260, 0.109], [-2.600, 0.432, -2.333], [-3.989, 0.163, -4.368], [-4.333, -0.113, 3.887], [-2.522, -0.271, 5.607], [-0.142, -0.223, 4.843], [0.342, -0.068, 2.416], [-1.727, -1.939, -1.274], [-0.821, -3.467, -0.249], [-1.757, -4.679, -1.342], [-2.302, -3.077, 0.932], [0.131, -4.755, 0.720], [0.026, -2.131, 0.915], [0.594, -3.181, -1.507]], "atomic_forces_ev_per_a": [[0.94, 0.26, -0.40], [1.03, 0.02, 0.21], [-1.21, 0.02, -0.18], [0.43, -0.47, 0.07], [-0.70, -0.71, -0.08], [2.26, -0.04, 0.71], [-0.45, 0.71, -0.28], [0.41, 0.47, 0.09], [1.49, 1.03, -1.26], [0.35, 0.09, 1.27], [-2.29, -0.52, -0.38], [-0.54, -1.69, -0.17], [-0.03, 1.43, 0.05], [0.07, -0.34, -0.65], [0.13, 0.88, 0.22], [-0.64, -0.27, 0.10], [-0.13, -0.34, -0.07], [0.42, 0.15, 0.05], [-0.03, -0.24, -0.01], [0.01, 0.19, 0.00], [0.06, 0.09, -0.02], [-0.03, 0.14, -0.05], [0.03, -0.20, -0.05], [0.06, -0.14, 0.06], [0.01, 0.06, 0.00], [-0.06, 0.10, 0.04], [0.05, 0.18, 0.03], [0.31, 0.07, 0.18], [-0.15, -0.06, 0.02], [0.49, 0.11, 0.16], [-1.83, 0.20, -1.48], [0.18, -0.06, 0.72], [-0.08, 0.00, -0.19], [1.34, -1.15, 3.67], [-2.35, 0.55, -3.78], [2.57, -0.11, 2.07], [-0.32, 0.04, -1.42], [0.99, 0.00, 0.04], [-0.82, 0.00, 0.20], [0.67, -0.04, -0.09], [-1.20, -0.34, 0.08], [-0.08, 0.00, -0.10], [-0.05, -0.02, 0.01], [-0.10, -0.09, 0.03], [-0.14, -0.04, -0.20], [0.04, 0.02, -0.04], [-0.11, 0.02, 0.03], [-0.05, 0.02, 0.07], [0.12, 0.01, 0.06], [0.06, -0.06, 0.00], [0.52, 0.61, 1.12], [0.07, 0.01, -0.24], [0.32, 0.55, 0.58], [0.71, -0.58, -0.65], [-0.55, 0.22, -0.23], [-1.07, -0.33, -0.57], [-1.11, -0.40, 0.66]]}

{"formula": "C6H6", "method": "ωB97M-V with the def2-TZVPD basis set", "homo_lumo_gap_ev": [7.8488, 7.8497], "lumo_energy_ha": [-0.04307, -0.04305], "elements": ["C", "C", "C", "C", "C", "C", "H", "H", "H", "H", "H", "H"], "xyz": [[-1.809, 0.764, 0.146], [-1.023, -0.551, 0.125], [0.416, -0.423, -0.042], [1.640, -0.333, -0.230], [2.978, -0.305, -0.608], [4.225, -0.208, -0.784], [-2.877, 0.553, 0.036], [-1.664, 1.300, 1.088], [-1.501, 1.417, -0.675], [-1.329, -1.151, -0.747], [-1.255, -1.171, 1.000], [2.198, 0.108, 0.690]], "atomic_forces_ev_per_a": [[-0.04, 0.08, 0.00], [0.02, -0.03, 0.02], [0.47, 0.03, -0.09], [-0.57, -0.13, -0.15], [0.66, -0.02, -0.28], [-0.77, 0.00, 0.26], [0.16, 0.04, 0.05], [0.03, -0.08, -0.14], [-0.04, -0.11, 0.11], [0.02, 0.04, 0.10], [0.09, 0.09, -0.11], [-0.04, 0.09, 0.24]]}

Computed relative energy (zero: lowest compared OMol25 entry of this formula, charge and spin), in the same sequence as the records: 51.5, 185.1 kcal/mol.